Entry from the OMol25 dataset: an isolated molecule of C19H26F3N3OS (ωB97M-V/def2-TZVPD).

Values from the calculation:
gap between HOMO and LUMO	8.383	eV
energy relative to the best compared isomer or geometry (same formula, charge and spin)	0.0	kJ/mol
LUMO	0.4771	eV
electronic energy	-45631.603	eV
E_HOMO	-7.9	eV

Each line ends with the natural charge from an NBO analysis.
Atoms and positions in Å:
C  -3.130  -0.056  -3.879  -0.73
H  -3.823  -0.352  -3.096  0.22
H  -3.183  1.016  -4.038  0.23
H  -3.347  -0.582  -4.805  0.22
S  -1.431  -0.423  -3.359  0.17
C  -1.602  -2.228  -3.104  -0.61
C  -0.263  -2.942  -3.208  0.67
O  -0.046  -3.684  -4.148  -0.62
N  0.627  -2.756  -2.211  -0.44
C  0.532  -1.808  -1.130  -0.24
H  -0.476  -1.409  -1.048  0.22
H  0.784  -2.328  -0.198  0.19
C  1.532  -0.653  -1.371  -0.04
N  1.458  0.438  -0.421  -0.46
C  0.343  1.343  -0.623  -0.23
H  0.264  1.578  -1.685  0.21
C  0.589  2.629  0.177  -0.20
N  0.719  2.320  1.586  -0.43
C  -0.386  2.309  2.407  0.19
C  -0.557  1.368  3.429  -0.29
C  -1.650  1.436  4.280  -0.06
C  -2.611  2.424  4.156  -0.25
C  -2.445  3.365  3.151  -0.19
C  -1.363  3.315  2.300  -0.24
H  -1.259  4.084  1.552  0.21
H  -3.172  4.155  3.037  0.22
H  -3.457  2.460  4.822  0.23
C  -1.759  0.376  5.335  0.96
F  -0.694  0.363  6.163  -0.33
F  -1.816  -0.865  4.804  -0.33
F  -2.840  0.497  6.116  -0.32
H  0.144  0.562  3.573  0.22
C  1.801  1.379  1.773  -0.22
H  1.951  1.176  2.833  0.21
C  1.559  0.087  0.983  -0.24
H  2.400  -0.590  1.132  0.21
H  0.640  -0.398  1.356  0.17
H  2.708  1.852  1.384  0.21
H  -0.228  3.326  0.002  0.21
H  1.524  3.087  -0.159  0.20
H  -0.616  0.906  -0.293  0.17
C  2.945  -1.238  -1.454  -0.41
C  2.997  -2.283  -2.566  -0.40
C  1.941  -3.360  -2.323  -0.22
H  1.910  -4.069  -3.150  0.25
H  2.157  -3.897  -1.393  0.19
H  3.984  -2.745  -2.607  0.21
H  2.801  -1.806  -3.528  0.21
H  3.657  -0.435  -1.646  0.22
H  3.214  -1.711  -0.508  0.19
H  1.291  -0.221  -2.350  0.21
H  -2.085  -2.406  -2.141  0.22
H  -2.230  -2.607  -3.910  0.25

=====

Entry from the OMol25 dataset: a structure of composition C19H26F6N6O4S2SbW in a non-equilibrium geometry (ωB97M-V/def2-TZVPD).

Values from the calculation:
spin multiplicity	3
gap between HOMO and LUMO (alpha / beta)	2.760 / 2.752	eV
expectation value of S²	2.010
energy relative to the best compared isomer or geometry (same formula, charge and spin)	856.9	kJ/mol
charge	+3
LUMO (alpha / beta)	-11.8042 / -11.8120	eV
electronic energy	-83555.225	eV
E_HOMO (alpha / beta)	-14.6 / -14.6	eV

Each line ends with the Mulliken spin population.
Atoms and positions in Å:
W  -0.360  -0.974  -1.314  0.09
F  2.869  1.792  -2.285  0.00
C  3.310  0.608  -2.661  0.00
F  3.984  0.689  -3.783  0.00
F  4.090  0.110  -1.694  0.00
S  1.947  -0.694  -2.788  0.00
O  1.403  -0.209  -1.295  0.04
O  0.378  -1.938  -2.620  0.02
N  1.078  0.255  -3.828  0.00
S  -0.467  0.225  -4.052  0.01
O  -0.977  1.283  -4.830  0.00
O  -1.159  0.200  -2.570  0.05
C  -1.282  -1.352  -4.801  0.00
F  -1.948  -2.020  -3.857  0.01
F  -0.368  -2.122  -5.332  0.00
F  -2.145  -0.924  -5.680  0.00
C  -0.004  2.789  -1.381  0.00
C  -0.416  2.088  -0.140  0.00
N  -0.615  0.770  0.064  0.01
C  -0.944  0.633  1.416  0.00
C  -0.945  1.848  1.997  0.02
N  -0.619  2.749  1.009  0.00
C  -0.420  4.204  1.203  0.00
N  0.953  4.552  1.260  0.00
N  1.536  5.145  0.163  0.00
N  2.758  5.361  0.409  0.00
C  3.044  4.926  1.694  0.00
C  4.238  4.973  2.419  0.00
C  4.231  4.408  3.671  0.00
C  3.065  3.822  4.207  0.00
C  1.877  3.787  3.509  0.00
C  1.890  4.383  2.245  0.00
H  0.137  2.106  -2.203  0.00
H  0.934  3.322  -1.222  0.00
H  -0.749  3.532  -1.670  0.00
H  -1.158  -0.313  1.875  -0.02
H  -1.176  2.150  3.004  0.00
H  -0.938  4.490  2.117  0.00
H  -0.853  4.736  0.359  0.00
H  5.110  5.469  2.016  0.00
H  5.134  4.419  4.267  0.00
H  3.109  3.380  5.193  0.00
H  1.003  3.303  3.922  0.00
C  -1.094  -6.950  -1.403  0.00
C  -2.172  -6.129  -1.012  0.00
Sb  -1.866  -2.489  -0.083  0.81
C  1.091  -3.450  1.656  0.82
C  1.630  -2.544  0.617  -0.01
C  -5.870  -2.373  1.354  0.00
C  -5.080  -2.817  2.425  0.01
H  -1.523  -7.957  -1.624  0.00
H  -0.253  -7.016  -0.723  0.00
H  -0.792  -6.695  -2.439  0.00
H  -2.180  -5.583  -0.074  0.00
H  -3.042  -6.023  -1.655  0.00
H  0.841  -4.477  1.430  0.03
H  1.012  -3.121  2.681  0.01
H  1.418  -2.904  -0.394  0.01
H  2.727  -2.489  0.680  0.08
H  1.304  -1.506  0.791  0.02
H  -5.640  -2.686  0.338  0.00
H  -6.711  -1.693  1.483  0.00
H  -5.009  -3.927  2.386  0.00
H  -5.328  -2.448  3.413  0.00
H  -3.997  -2.682  2.136  0.00

=====

Entry from the OMol25 dataset: an isolated molecule of C19H26N2O2S in a non-equilibrium geometry (ωB97M-V/def2-TZVPD).

Values from the calculation:
gap between HOMO and LUMO	8.866	eV
energy relative to the best compared isomer or geometry (same formula, charge and spin)	149.7	kJ/mol
LUMO	0.5640	eV
electronic energy	-38035.198	eV
E_HOMO	-8.3	eV

Each line ends with the natural charge from an NBO analysis.
Atoms and positions in Å:
C  -7.427  -1.324  -0.935  -0.66
C  -6.099  -1.197  -0.292  0.09
N  -5.377  -2.178  0.107  -0.45
C  -4.207  -1.769  0.652  -0.06
C  -4.006  -0.425  0.686  -0.22
S  -5.371  0.381  -0.017  0.38
C  -2.834  0.340  1.196  -0.25
N  -2.283  1.174  0.140  -0.44
C  -1.385  2.212  0.599  -0.21
C  -0.007  1.694  1.033  -0.42
H  0.612  2.543  1.324  0.21
H  -0.130  1.055  1.910  0.20
C  0.688  0.885  -0.074  -0.07
C  -0.306  -0.164  -0.610  -0.41
C  -1.683  0.427  -0.947  -0.23
H  -2.363  -0.380  -1.230  0.22
H  -1.605  1.109  -1.799  0.19
H  0.098  -0.652  -1.500  0.20
H  -0.434  -0.940  0.148  0.21
C  1.903  0.128  0.496  -0.41
C  3.039  1.014  1.016  -0.07
H  3.393  1.698  0.239  0.18
O  4.109  0.237  1.513  -0.50
C  4.984  -0.340  0.639  0.30
C  4.974  -0.180  -0.743  -0.28
C  5.938  -0.811  -1.512  -0.20
C  6.911  -1.601  -0.929  -0.25
C  6.921  -1.761  0.448  -0.19
C  5.968  -1.138  1.226  -0.26
H  5.962  -1.249  2.299  0.22
H  7.676  -2.374  0.917  0.21
H  7.656  -2.088  -1.540  0.21
H  5.921  -0.677  -2.584  0.21
H  4.233  0.428  -1.237  0.23
H  2.704  1.598  1.877  0.19
H  1.574  -0.512  1.318  0.21
H  2.310  -0.525  -0.279  0.22
C  1.146  1.829  -1.209  -0.07
O  2.084  1.253  -2.085  -0.72
H  1.672  0.509  -2.537  0.47
H  0.277  2.187  -1.774  0.17
H  1.646  2.702  -0.783  0.18
H  -1.859  2.736  1.433  0.20
H  -1.271  2.926  -0.221  0.19
H  -3.161  1.008  2.000  0.21
H  -2.114  -0.378  1.622  0.18
H  -3.521  -2.511  1.022  0.21
H  -7.694  -2.376  -0.996  0.24
H  -8.182  -0.793  -0.357  0.23
H  -7.407  -0.897  -1.936  0.23

=====

Entry from the OMol25 dataset: an isolated molecule of C19H26N2O3 (ωB97M-V/def2-TZVPD).

Values from the calculation:
gap between HOMO and LUMO	9.811	eV
energy relative to the best compared isomer or geometry (same formula, charge and spin)	21.6	kJ/mol
LUMO	0.4125	eV
electronic energy	-29249.386	eV
E_HOMO	-9.4	eV

Each line ends with the natural charge from an NBO analysis.
Atoms and positions in Å:
C  -0.832  -3.239  3.787  -0.61
C  -1.797  -3.945  2.843  -0.41
H  -2.135  -4.880  3.295  0.20
C  -3.034  -3.103  2.520  -0.22
N  -2.704  -1.876  1.832  -0.45
C  -2.310  -1.829  0.529  0.66
O  -2.186  -2.782  -0.209  -0.61
C  -2.074  -0.392  0.233  -0.08
C  -1.676  0.218  -0.940  -0.18
C  -1.544  1.605  -0.944  -0.12
C  -1.829  2.344  0.201  -0.16
C  -2.222  1.725  1.379  -0.20
C  -2.334  0.351  1.383  -0.05
C  -2.772  -0.581  2.484  0.25
O  -4.040  -0.312  3.007  -0.70
H  -4.678  -0.253  2.285  0.47
H  -2.101  -0.545  3.354  0.19
H  -2.443  2.303  2.264  0.23
H  -1.745  3.419  0.159  0.23
C  -1.176  2.336  -2.201  0.66
O  -1.942  3.112  -2.736  -0.61
N  0.042  2.066  -2.718  -0.61
H  0.272  2.603  -3.545  0.40
C  1.151  1.378  -2.084  -0.04
C  1.900  0.589  -3.159  -0.39
C  3.129  -0.164  -2.651  -0.41
C  4.304  0.761  -2.329  -0.40
C  4.325  1.299  -0.896  -0.39
C  2.963  1.701  -0.323  -0.40
H  3.140  2.372  0.519  0.21
C  2.027  2.384  -1.321  -0.42
H  1.351  3.046  -0.773  0.21
H  2.596  2.999  -2.019  0.20
H  2.456  0.820  0.077  0.20
H  4.755  0.543  -0.236  0.20
H  4.993  2.163  -0.872  0.20
H  5.240  0.223  -2.492  0.21
H  4.294  1.594  -3.035  0.19
H  2.868  -0.763  -1.778  0.20
H  3.437  -0.855  -3.439  0.21
H  1.199  -0.124  -3.597  0.22
H  2.210  1.275  -3.953  0.19
H  0.732  0.677  -1.356  0.21
H  -1.493  -0.369  -1.828  0.24
H  -3.698  -3.686  1.874  0.22
H  -3.569  -2.830  3.433  0.21
H  -1.290  -4.185  1.908  0.22
H  -1.337  -2.949  4.707  0.20
H  -0.420  -2.347  3.319  0.20
H  -0.005  -3.897  4.042  0.22

=====

Entry from the OMol25 dataset: an isolated molecule of C19H26N2OS in a non-equilibrium geometry (ωB97M-V/def2-TZVPD).

Values from the calculation:
gap between HOMO and LUMO	7.650	eV
energy relative to the best compared isomer or geometry (same formula, charge and spin)	59.3	kJ/mol
LUMO	-0.5860	eV
electronic energy	-35988.202	eV
E_HOMO	-8.2	eV

Each line ends with the natural charge from an NBO analysis.
Atoms and positions in Å:
C  0.786  7.480  1.654  -0.60
C  0.421  6.381  2.644  -0.39
C  1.645  5.560  3.049  -0.40
C  1.325  4.423  4.029  -0.39
C  1.186  3.049  3.370  -0.39
C  -0.009  2.940  2.425  -0.40
C  -0.271  1.509  1.954  -0.39
C  0.829  0.982  1.030  -0.23
N  0.518  -0.341  0.541  -0.60
C  0.230  -0.594  -0.753  0.67
O  0.260  0.249  -1.627  -0.63
C  -0.113  -2.028  -1.055  -0.31
C  -0.359  -2.342  -2.350  -0.01
C  -0.696  -3.600  -2.955  -0.17
C  -0.808  -4.804  -2.250  -0.09
C  -1.127  -5.982  -2.889  -0.27
C  -1.347  -5.995  -4.263  -0.14
C  -1.242  -4.802  -4.983  -0.24
C  -0.922  -3.631  -4.342  -0.13
H  -0.842  -2.716  -4.909  0.22
H  -1.414  -4.818  -6.049  0.22
S  -1.756  -7.430  -5.188  0.28
C  -1.783  -8.764  -3.957  -0.74
H  -2.552  -8.571  -3.215  0.22
H  -2.024  -9.666  -4.511  0.24
H  -0.804  -8.865  -3.498  0.22
H  -1.201  -6.886  -2.307  0.22
H  -0.640  -4.819  -1.185  0.22
H  -0.284  -1.498  -3.029  0.24
C  -0.151  -2.909  0.034  0.28
N  -0.164  -3.557  0.986  -0.33
H  0.435  -1.080  1.223  0.41
H  0.926  1.626  0.153  0.23
H  1.786  0.945  1.557  0.19
H  -1.217  1.480  1.409  0.21
H  -0.362  0.848  2.820  0.19
H  -0.900  3.298  2.945  0.20
H  0.150  3.573  1.552  0.20
H  1.078  2.299  4.158  0.20
H  2.108  2.828  2.828  0.19
H  0.407  4.658  4.571  0.19
H  2.128  4.353  4.767  0.20
H  2.115  5.148  2.154  0.19
H  2.367  6.239  3.508  0.20
H  -0.334  5.732  2.199  0.20
H  -0.017  6.832  3.538  0.19
H  1.202  7.051  0.745  0.20
H  -0.091  8.064  1.387  0.21
H  1.527  8.151  2.084  0.20

=====

Entry from the OMol25 dataset: a cluster of 2 separate species, C19H26N3O in total in a non-equilibrium geometry (ωB97M-V/def2-TZVPD).

Values from the calculation:
gap between HOMO and LUMO	6.687	eV
energy relative to the best compared isomer or geometry (same formula, charge and spin)	0.0	kJ/mol
charge	+1
LUMO	-4.0695	eV
electronic energy	-26635.730	eV
E_HOMO	-10.8	eV

Each line ends with the natural charge from an NBO analysis.
Atoms and positions in Å:
C  0.688  3.649  1.265  -0.44
N  0.819  2.358  0.576  -0.27
C  0.594  2.381  -0.873  -0.43
C  0.912  1.254  1.305  0.29
C  1.053  -0.070  0.743  -0.22
C  1.802  -0.312  -0.438  -0.08
C  1.924  -1.586  -0.966  -0.24
C  1.337  -2.683  -0.327  0.07
C  1.519  -4.060  -0.882  -0.65
C  0.609  -2.465  0.851  -0.21
C  0.461  -1.194  1.378  -0.13
H  0.731  4.458  0.527  0.23
H  -0.288  3.693  1.775  0.23
H  1.477  3.767  2.012  0.26
H  -0.023  3.260  -1.097  0.23
H  1.524  2.452  -1.454  0.23
H  0.029  1.499  -1.186  0.24
H  0.796  1.385  2.391  0.24
H  2.299  0.514  -0.943  0.21
H  2.503  -1.753  -1.875  0.23
H  0.900  -4.778  -0.337  0.23
H  1.233  -4.113  -1.940  0.24
H  2.564  -4.392  -0.805  0.24
H  0.144  -3.329  1.332  0.23
H  -0.167  -1.024  2.258  0.23
C  6.047  3.334  9.170  -0.08
C  4.883  3.066  8.200  -0.25
N  5.415  2.436  6.969  -0.47
C  4.628  2.440  5.792  0.24
C  3.231  2.291  5.827  -0.29
C  2.508  2.256  4.622  0.04
N  3.046  2.405  3.401  -0.50
C  4.376  2.620  3.374  0.04
C  5.210  2.588  4.503  -0.27
C  6.201  1.221  7.255  -0.24
C  7.274  1.493  8.323  -0.08
O  6.732  2.119  9.489  -0.52
H  6.739  4.086  8.736  0.18
H  5.665  3.684  10.144  0.21
H  4.163  2.387  8.707  0.18
H  4.400  4.019  7.947  0.22
H  2.704  2.158  6.770  0.23
H  1.425  2.107  4.651  0.18
H  4.803  2.816  2.386  0.20
H  6.284  2.719  4.385  0.24
H  5.531  0.418  7.641  0.18
H  6.687  0.892  6.329  0.21
H  7.664  0.537  8.706  0.21
H  8.097  2.097  7.888  0.17